Entry 1:
The following is a DFT calculation (the ωB97M-V functional and the def2-TZVPD basis) of one molecule with the formula C9H17BO2.

Results
Multiplicity ... 1
Charge ... 0
Molar mass ... 168.0 g mol⁻¹
HOMO-LUMO gap ... 8.758 eV
Calculated total energy ... -528.36026 Ha

Last column: Löwdin charge in e.
Geometry (Å):
H1 -3.6872 0.2885 -1.1416  0.0883
H2 3.7216 -1.4930 1.0545  0.1131
H3 3.8305 1.2844 0.7942  0.1013
C1 2.6687 -0.6067 -1.3691  -0.0808
C2 2.2126 -0.0478 -0.0394  -0.5519
H4 1.7452 -1.8542 1.0008  0.1193
H5 2.5750 -0.6587 2.0803  0.0799
H6 -2.3171 -0.9761 2.1886  0.0863
H7 -3.4812 -1.8653 1.0460  0.0969
H8 -1.7702 3.0568 -0.0189  0.0668
O1 -0.1887 1.1240 -0.1547  0.1973
C3 -2.9531 -0.8635 1.2571  -0.0177
O2 -0.9561 -1.3067 -0.0523  -0.1011
H9 -3.2571 -1.5568 -1.3453  0.0913
H10 -3.6429 -0.0073 1.4221  0.0615
H11 2.2760 1.8763 0.8863  0.0881
H12 2.1125 -1.6679 -1.3667  0.1359
H13 -2.3531 -0.2572 -2.2634  0.1022
C4 -1.5883 1.0177 0.1571  -0.1862
C5 -2.8631 -0.4985 -1.2662  -0.0432
H14 3.7944 -0.9200 -1.3007  0.1224
B1 0.6837 0.2028 -0.1440  -0.1150
C6 -1.9677 -0.4774 0.0094  -0.7015
H15 -3.3185 2.0300 0.2929  0.0620
H16 2.4664 -0.0231 -2.2661  0.0822
C7 2.6410 -1.0934 1.0586  -0.0498
C8 -2.2817 2.1480 0.1152  0.1072
C9 2.8978 1.2895 0.1725  -0.0670
H17 3.0005 1.8557 -0.8072  0.1122

Entry 2:
The following is a DFT calculation (the ωB97M-V functional and the def2-TZVPD basis) of a 2-piece molecular cluster, C2H8O2 overall.

Results
Multiplicity ... 1
Charge ... 0
Molar mass ... 64.1 g mol⁻¹
HOMO-LUMO gap ... 10.990 eV
SMILES ... CO.CO
Calculated total energy ... -231.43051 Ha

Last column: Löwdin charge in e.
Geometry (Å):
O1 0.5181 -1.1131 -0.0704  -0.1402
H1 1.1612 1.0194 1.0964  0.0773
C1 0.2218 1.5579 1.0312  -0.1385
C2 -0.4692 -1.9445 -0.6732  -0.1535
H2 -0.0890 -2.2873 -1.6462  0.0763
H3 -0.7045 1.0512 1.3112  0.0881
H4 0.2171 2.4981 1.5982  0.0770
H5 -1.4536 -1.4776 -0.7486  0.0816
H6 -0.5388 -2.8754 -0.1151  0.0724
O2 -0.0397 1.7999 -0.3674  -0.1625
H7 0.7592 2.0514 -0.8811  0.0964
H8 0.4175 -0.2799 -0.5350  0.0257

Entry 3:
The following is a DFT calculation (the ωB97M-V functional and the def2-TZVPD basis) of a 2-piece molecular cluster, F2H4N2P overall.

Results
Multiplicity ... 1
Charge ... +1
Molar mass ... 101.0 g mol⁻¹
HOMO-LUMO gap (alpha / beta) ... 7.491 / 9.916 eV
Calculated total energy ... -652.64971 Ha

Last column: Löwdin charge in e.
Geometry (Å):
F1 -1.1509 0.8338 1.0625  -0.1280
H1 2.4617 1.7680 0.4081  -0.0346
F2 -1.4406 0.6194 -1.3423  -0.1303
H2 1.9050 1.3600 -1.1272  0.0560
N1 2.1849 0.9973 -0.1148  0.1241
N2 -1.1693 -1.5055 0.1770  -0.0312
H3 -1.1860 -1.6319 1.2501  0.1374
P1 -0.5878 0.0091 -0.1517  0.9046
H4 -1.0169 -2.4501 -0.1616  0.1020

Entry 4:
The following is a DFT calculation (the ωB97M-V functional and the def2-TZVPD basis) of a 4-piece molecular cluster, C4H17N2O2 overall.

Results
Multiplicity ... 1
Charge ... +1
Molar mass ... 125.2 g mol⁻¹
HOMO-LUMO gap ... 6.466 eV
Calculated total energy ... -422.17855 Ha

Last column: Löwdin charge in e.
Geometry (Å):
H1 -4.7895 -1.5363 0.3507  0.0216
H2 0.4012 2.8837 -1.1345  0.1003
C1 -0.0888 0.9610 -0.2120  -0.4073
H3 0.1241 -2.6597 1.2177  0.0926
N1 -1.1801 0.2540 0.2319  0.4041
C2 -3.9222 -1.9633 -0.1472  -0.0387
H4 0.2768 0.3892 -1.0719  0.1253
H5 -3.6730 -2.9438 0.2435  0.0199
H6 2.3095 -1.3447 -2.0409  0.0740
H7 -4.1252 -2.0277 -1.2133  0.0226
N2 2.3028 1.1825 0.3627  0.0493
H8 2.9909 1.0113 1.0880  0.1240
H9 -1.7323 0.8448 0.8884  0.1416
H10 0.6931 -1.8106 0.0385  0.0272
H11 -3.0768 -1.2950 0.0301  -0.0332
C3 -0.4521 2.4008 -0.6651  0.0197
H12 2.4463 2.1435 0.0742  0.1041
O1 1.7586 -0.9856 -1.3457  -0.0530
H13 -1.2754 2.3408 -1.3712  0.0950
O2 0.4925 -1.7845 0.9863  -0.0516
H14 -0.7807 2.9941 0.1932  0.0994
H15 0.6890 1.6019 1.7247  0.1431
H16 2.2432 -0.2762 -0.9064  0.0131
H17 1.0173 -0.0846 1.3197  0.0871
C4 1.0022 0.9316 0.9174  -0.1804

Entry 5:
The following is a DFT calculation (the ωB97M-V functional and the def2-TZVPD basis) of a 2-piece molecular cluster, C4H6O4 overall.

Results
Multiplicity ... 1
Charge ... 0
Molar mass ... 118.1 g mol⁻¹
HOMO-LUMO gap ... 9.139 eV
SMILES ... O=C(O)O.C=C=CO
Calculated total energy ... -456.90657 Ha

Last column: Löwdin charge in e.
Geometry (Å):
H1 -1.6249 1.3465 -0.2257  0.0959
C1 0.3112 0.8776 -0.9218  -0.0855
H2 -1.8229 -0.4628 0.6932  0.0980
C2 0.7873 0.1601 -1.9162  -0.1906
O1 -0.2108 0.0780 2.2709  0.0996
O2 1.1148 -1.1598 -1.9183  -0.0075
O3 0.9320 -1.4103 0.9268  0.0923
O4 -1.2168 -1.1817 0.5830  0.1663
H3 0.6389 -0.0431 2.7146  0.1268
H4 -0.3779 2.1527 0.6549  0.0352
C3 -0.4988 1.5368 -0.1689  -0.0309
H5 0.8508 0.4642 -2.9621  0.1261
C4 -0.1192 -0.8832 1.2505  -0.6135
H6 1.2362 -1.4748 -0.9810  0.0877

Entry 6:
The following is a DFT calculation (the ωB97M-V functional and the def2-TZVPD basis) of C3H4Li2O3 as an isolated structure.

Results
Multiplicity ... 2
Charge ... +1
Molar mass ... 101.9 g mol⁻¹
HOMO-LUMO gap (alpha / beta) ... 6.071 / 8.848 eV
Calculated total energy ... -357.24576 Ha

Last column: Löwdin charge in e.
Geometry (Å):
Li1 -2.5305 -3.2347 -0.8814  0.8489
H1 -4.2014 -3.2287 -3.3936  0.1097
O1 -4.4246 -0.1680 -4.2605  -0.0254
Li2 -2.3202 -0.1976 -2.1706  0.7391
H2 -5.2242 -0.5314 -2.3802  0.1277
O2 -2.7509 0.9660 -4.8934  0.0598
C1 -4.9822 -1.1311 -3.2717  -0.1503
C2 -3.4072 0.5302 -3.8575  -0.2837
C3 -4.0705 -2.2383 -2.9399  -0.3176
H3 -2.2859 1.8682 -4.7237  0.1761
H4 -5.8980 -1.4952 -3.7472  0.1334
O3 -3.0631 -2.0389 -2.1185  -0.4177